DFT (wB97M-V/def2-TZVPD) results for an isolated molecule of C4H7ClO2S.

Last column: natural (NBO) charge in e.
Atoms and positions in Å:
C -0.4250 -0.2790 -0.8288  -0.25
C -1.1443 0.2190 0.1599  0.11
C 1.9030 0.1652 -0.3801  -0.60
C 0.7717 0.4174 -1.4430  -0.44
O -2.4889 -0.0613 2.2688  -0.93
O -1.2467 1.4680 0.6595  -0.67
S -2.2908 -0.9622 1.1160  1.22
Cl -1.3455 -2.5891 2.0657  -0.25
H -0.4072 -1.3601 -1.0909  0.23
H 1.6251 -0.7471 0.1642  0.20
H 1.8875 0.9278 0.4626  0.22
H 2.8956 -0.0267 -0.7792  0.21
H 1.1404 0.0330 -2.3600  0.22
H 0.7352 1.5106 -1.6083  0.22
H -1.6101 1.2844 1.5935  0.51

Values from the calculation:
Energy above the lowest of the compared OMol25 structures with the same formula, charge and spin = 1.379 eV
Charge = 0
HOMO energy = -9.33 eV

DFT (wB97M-V/def2-TZVPD) results for a structure of composition C18H23CaFN2O3.

Last column: natural (NBO) charge in e.
Atoms and positions in Å:
C -2.3802 1.7787 3.5088  -0.24
C -2.1321 2.3342 2.4686  -0.02
C -1.8794 2.8627 1.0626  -0.48
C -0.5513 2.2089 0.5858  -0.39
C -0.3048 2.2490 -0.9537  -0.45
C -1.2909 1.4235 -1.8216  0.63
F -2.4366 2.1806 -1.9206  -0.32
C -1.6660 0.0304 -1.2749  -0.30
N -2.6150 0.0563 -0.1758  -0.64
C -3.1443 -1.2858 0.1524  -0.43
O -0.7507 1.3935 -3.1840  -0.49
C -0.0277 0.2875 -3.4497  0.81
O -0.5180 -0.6237 -4.0551  -0.50
C 1.4757 0.1118 -3.0764  -0.50
C 1.8348 -1.3734 -2.5627  -0.49
C 1.8795 -1.5362 -1.0005  0.67
O 2.0251 -2.6568 -0.6091  -0.48
N 1.7017 -0.4333 -0.1109  -0.65
C 1.7478 -0.9643 1.2684  0.09
C 0.5472 -1.3499 1.8800  -0.16
C 0.5966 -1.8937 3.1843  -0.20
C 1.8557 -2.0127 3.7907  -0.19
C 3.0639 -1.5964 3.2062  -0.18
C 3.0080 -1.0554 1.9067  -0.23
H -2.2219 1.3477 4.4913  0.25
H -2.7705 2.5835 0.4818  0.24
H -1.8195 3.9602 1.1662  0.25
H 0.2808 2.7675 1.0636  0.22
H -0.4975 1.1707 0.9635  0.23
H 0.7626 2.0112 -1.1261  0.18
H -0.4329 3.3098 -1.2669  0.25
H -2.0820 -0.6555 -2.0584  0.21
H -0.7337 -0.4679 -0.9062  0.19
H -3.4048 0.6637 -0.3582  0.39
H -2.9532 -1.5466 1.2143  0.21
H -2.7582 -2.0748 -0.5214  0.18
H -4.2500 -1.2459 0.0606  0.22
H 1.8850 0.8446 -2.3588  0.29
H 2.0523 0.2897 -4.0627  0.09
H 2.8329 -1.7020 -2.9540  -0.01
H 1.0993 -2.1302 -2.9302  0.33
H 2.4771 0.2284 -0.1861  0.40
H -0.3900 -1.2104 1.3170  0.22
H -0.3382 -2.2032 3.6655  0.24
H 1.8952 -2.4618 4.7942  0.24
H 4.0488 -1.6832 3.6778  0.24
H 3.8879 -0.6992 1.3451  0.20
Ca 3.3917 -1.2318 -4.3313  1.91

Values from the calculation:
Charge = +2
HOMO energy = -13.53 eV

DFT (wB97M-V/def2-TZVPD) results for an isolated molecule of C3H7NO.

Last column: natural (NBO) charge in e.
Atoms and positions in Å:
C -1.2065 0.1499 -0.6061  -0.65
C 0.2347 0.5072 -0.8532  -0.11
C 0.8344 -0.5922 1.5050  -0.25
H -1.5317 -0.7811 -1.1833  0.23
H -1.3813 -0.0376 0.4618  0.21
H -1.8950 0.9219 -0.9575  0.22
H 0.6121 1.2783 -0.1305  0.18
H 0.3717 0.9421 -1.8124  0.20
H 1.4250 -0.8762 2.4121  0.21
H 0.0428 0.1751 1.4915  0.17
N 1.3876 -1.0686 0.4415  -0.08
O 1.1061 -0.6188 -0.7688  -0.33

Values from the calculation:
Energy above the lowest of the compared OMol25 structures with the same formula, charge and spin = 3.457 eV
SMILES string = C=NOCC
Charge = 0
HOMO energy = -9.66 eV

DFT (wB97M-V/def2-TZVPD) results for a structure of composition C48H115N7O20.

Last column: Löwdin spin population.
Atoms and positions in Å:
C 3.9766 -4.0942 17.7407  0.00
C 5.2413 -3.7102 18.3916  0.00
C 5.5863 -4.8691 19.3899  0.00
N 7.1262 -4.9270 19.8509  0.00
C 7.5698 -6.2845 20.5094  0.00
C 6.6681 -6.5889 21.7356  0.00
C 6.8856 -5.5255 22.7980  0.00
C 6.7472 -4.0392 22.2496  0.00
C 7.4123 -3.7736 20.8586  0.00
C 8.1257 -4.6653 18.7129  0.00
H 3.1609 -3.4519 18.0727  0.00
H 3.5391 -5.0678 17.9615  0.00
H 3.9988 -3.8355 16.6820  0.00
H 5.2986 -2.7599 18.9223  0.00
H 6.0166 -3.5691 17.6386  0.00
H 5.3698 -5.8098 18.8837  0.00
H 5.0038 -4.7973 20.3084  0.00
H 7.4281 -7.0812 19.7792  0.00
H 8.6209 -6.1454 20.7623  0.00
H 5.6318 -6.4970 21.4102  0.00
H 6.9067 -7.5995 22.0670  0.00
H 6.1773 -5.6837 23.6113  0.00
H 7.8731 -5.6823 23.2320  0.00
H 5.7150 -3.6897 22.2675  0.00
H 7.3086 -3.3599 22.8910  0.00
H 7.2378 -2.7701 20.4703  0.00
H 8.4660 -4.0278 20.9734  0.00
H 9.0690 -4.9297 19.1910  0.00
H 8.1019 -3.6234 18.3937  0.00
H 7.9447 -5.3943 17.9230  0.00
C 3.0330 -2.6269 13.5978  0.00
C 1.9976 -3.0697 12.5899  0.00
C 0.5241 -2.5060 12.8948  0.00
N -0.2983 -2.9533 11.7039  0.00
C -1.6849 -2.3877 11.8506  0.00
C -1.7346 -0.8318 11.9602  0.00
C -0.9593 -0.2169 10.6755  0.00
C 0.4118 -0.9420 10.2730  0.00
C 0.2746 -2.4715 10.3454  0.00
C -0.4533 -4.5217 11.6920  0.00
H 3.1379 -3.2352 14.4961  0.00
H 3.1178 -1.5617 13.8126  0.00
H 3.9783 -2.8534 13.1045  0.00
H 2.0370 -4.1554 12.6775  0.00
H 2.3423 -2.5677 11.6859  0.00
H 0.7212 -1.4348 12.9347  0.00
H 0.0449 -2.7376 13.8461  0.00
H -2.0282 -2.8223 12.7894  0.00
H -2.3554 -2.8515 11.1271  0.00
H -1.0923 -0.4617 12.7594  0.00
H -2.7765 -0.5794 12.1573  0.00
H -0.8656 0.8404 10.9231  0.00
H -1.6479 -0.3606 9.8430  0.00
H 1.1094 -0.6018 11.0383  0.00
H 0.8225 -0.5301 9.3511  0.00
H 1.1631 -3.0095 10.0148  0.00
H -0.3766 -2.7534 9.5179  0.00
H -0.5469 -5.0192 12.6573  0.00
H 0.4868 -4.9489 11.3430  0.00
H -1.0926 -4.8194 10.8608  0.00
C 10.4344 -7.2011 23.0781  0.00
N 11.8560 -7.7621 23.5420  0.00
C 12.9013 -7.7330 22.2790  0.00
C 12.4059 -6.5625 24.4391  0.00
C 11.6801 -9.1629 24.3125  0.00
C 11.4918 -10.2917 23.3258  0.00
O 12.6934 -10.7483 22.8454  0.00
H 9.6885 -7.1915 23.8729  0.00
H 10.1590 -7.9412 22.3268  0.00
H 10.4941 -6.1954 22.6621  0.00
H 12.5282 -8.5568 21.6705  0.00
H 13.9322 -7.9176 22.5811  0.00
H 12.7291 -6.7633 21.8119  0.00
H 12.0459 -5.5952 24.0887  0.00
H 13.4597 -6.7877 24.6030  0.00
H 11.8259 -6.8217 25.3248  0.00
H 10.8405 -9.2130 25.0059  0.00
H 12.5859 -9.3280 24.8960  0.00
H 10.9678 -10.1444 22.3815  0.00
H 10.9473 -11.1471 23.7257  0.00
H 12.7056 -11.7029 22.7438  0.00
C 2.7395 -8.1868 26.1481  0.00
N 3.4866 -9.0606 25.0906  0.00
C 2.5796 -10.2790 24.9724  0.00
C 3.5501 -8.1256 23.8260  0.00
C 4.9119 -9.4560 25.6567  0.00
C 5.7626 -10.3251 24.7738  0.00
O 6.1237 -9.6180 23.6572  0.00
H 3.4405 -7.3631 26.2830  0.00
H 2.5491 -8.7555 27.0583  0.00
H 1.7500 -7.8822 25.8071  0.00
H 1.5508 -10.0370 24.7061  0.00
H 2.4358 -10.7863 25.9264  0.00
H 2.9689 -11.0824 24.3470  0.00
H 2.5952 -7.6368 23.6327  0.00
H 3.5830 -8.7838 22.9578  0.00
H 4.4174 -7.4680 23.7669  0.00
H 4.7078 -9.9269 26.6183  0.00
H 5.4313 -8.5051 25.7752  0.00
H 5.4055 -11.3320 24.5576  0.00
H 6.7506 -10.5620 25.1684  0.00
H 5.9395 -10.1458 22.8767  0.00
C 0.8326 -2.3133 19.3653  0.00
N 0.9568 -0.8019 18.9997  0.00
C 1.3616 -0.0036 20.2786  0.00
C 2.1592 -0.5115 18.0241  0.00
C -0.3602 -0.2110 18.4927  0.00
C -0.9822 -0.6991 17.1757  0.00
O -0.0503 -0.7691 16.1270  0.00
H -0.1534 -2.4850 19.7968  0.00
H 1.5574 -2.6104 20.1232  0.00
H 0.9892 -2.9002 18.4602  0.00
H 0.6091 -0.2517 21.0271  0.00
H 1.2952 1.0679 20.0901  0.00
H 2.3155 -0.3656 20.6622  0.00
H 2.1507 0.5377 17.7287  0.00
H 2.0908 -1.2258 17.2037  0.00
H 3.1388 -0.8068 18.3999  0.00
H -0.2312 0.8671 18.5884  0.00
H -1.0432 -0.4743 19.3003  0.00
H -1.9410 -0.2310 16.9528  0.00
H -1.1256 -1.7560 17.4004  0.00
H 0.2018 0.1331 15.9169  0.00
C 1.9521 -8.1909 17.9583  0.00
N 3.2961 -8.8074 17.8146  0.00
C 4.0140 -8.7249 19.2080  0.00
C 3.1128 -10.2996 17.5270  0.00
C 4.1465 -8.0718 16.7329  0.00
C 5.6432 -8.4837 16.6776  0.00
O 6.4738 -7.7774 17.4539  0.00
H 1.3726 -8.3421 17.0476  0.00
H 2.2075 -7.1923 18.3130  0.00
H 1.3096 -8.6406 18.7154  0.00
H 4.0670 -7.6647 19.4555  0.00
H 5.0387 -9.0947 19.2446  0.00
H 3.5771 -9.2965 20.0268  0.00
H 2.6192 -10.2806 16.5554  0.00
H 2.4525 -10.8569 18.1915  0.00
H 4.1120 -10.7304 17.5917  0.00
H 4.0060 -7.0076 16.9220  0.00
H 3.6543 -8.3920 15.8146  0.00
H 6.0700 -8.5170 15.6752  0.00
H 5.8159 -9.5271 16.9413  0.00
H 7.2658 -8.2853 17.6445  0.00
C 5.3289 -3.1976 25.8349  0.00
N 4.8357 -1.7516 25.5741  0.00
C 4.8913 -0.8683 26.9172  0.00
C 5.8285 -1.1606 24.5317  0.00
C 3.3607 -1.6837 25.0673  0.00
C 2.9854 -2.5229 23.8156  0.00
O 3.3177 -3.8945 24.0198  0.00
H 6.2571 -3.0788 26.3938  0.00
H 5.7833 -3.5536 24.9103  0.00
H 4.5630 -3.7234 26.4050  0.00
H 5.8642 -0.9005 27.4075  0.00
H 4.1318 -1.2818 27.5808  0.00
H 4.5956 0.1078 26.5325  0.00
H 5.6826 -1.5920 23.5414  0.00
H 6.8624 -1.2048 24.8743  0.00
H 5.5561 -0.1069 24.4720  0.00
H 3.2338 -0.6341 24.8021  0.00
H 2.6311 -1.7132 25.8765  0.00
H 3.1950 -1.9804 22.8937  0.00
H 1.9088 -2.4785 23.6509  0.00
H 3.1496 -4.2842 23.1587  0.00
O 5.4491 -0.7597 20.5408  0.00
C 5.9775 0.0637 19.6512  0.00
O 7.0775 -0.1848 19.2008  0.00
O 5.3319 1.1223 19.4451  0.00
H 4.8223 -0.0895 20.8227  0.00
O 1.6620 -5.1472 19.8405  0.00
C 2.0274 -5.7479 20.9625  0.00
O 2.7374 -5.0823 21.7509  0.00
O 1.5556 -6.9111 21.2083  0.00
H 1.0864 -5.8909 20.0333  0.00
O 10.6718 -7.3833 19.0503  0.00
C 10.0125 -8.4926 19.1521  0.00
O 10.1861 -9.2541 20.1613  0.00
O 9.2613 -8.7464 18.2211  0.00
H 10.2557 -7.1606 18.2143  0.00
O 9.2597 -3.0361 24.0888  0.00
C 9.0939 -3.4018 25.3126  0.00
O 8.7080 -2.5758 26.1831  0.00
O 9.2251 -4.5647 25.4499  0.00
H 9.6219 -3.8866 23.8299  0.00
O 7.8976 -5.2724 13.9959  0.03
C 6.8285 -4.5754 13.7247  0.02
O 5.8903 -4.7159 14.5683  0.39
O 6.7348 -3.8979 12.7163  0.55
H 7.3813 -5.7151 14.6735  0.00

Values from the calculation:
Charge = +3
Expectation value of S² = 0.76
HOMO energy (spin up / spin down) = -11.70 / -11.70 eV
2S+1 = 2

DFT (wB97M-V/def2-TZVPD) results for a structure of composition C2H3ClIN.

Last column: natural (NBO) charge in e.
Atoms and positions in Å:
C -0.8835 -0.8509 -0.1299  0.30
C 1.0528 0.3969 0.0360  -0.46
N 0.3114 -0.8083 0.0994  -0.40
Cl -1.8712 -2.1387 0.0134  0.15
I -2.4533 1.4201 -0.0502  -0.28
H 1.9757 0.0233 0.3890  0.22
H 0.5388 1.1848 0.6417  0.23
H 1.3292 0.7727 -0.9994  0.23

Values from the calculation:
Energy above the lowest of the compared OMol25 structures with the same formula, charge and spin = 1.256 eV
Charge = 0
HOMO energy (spin up / spin down) = -9.31 / -9.31 eV

DFT (wB97M-V/def2-TZVPD) results for a cluster of 2 separate species, C8H19NO in total.

Last column: natural (NBO) charge in e.
Atoms and positions in Å:
C 3.3521 -2.1629 -0.9356  -0.41
C 2.0916 -2.9281 -1.3794  -0.64
C 3.1488 -0.9812 -0.1921  -0.67
H 4.1842 -2.8596 -0.4579  0.18
H 4.1891 -2.0184 -1.7532  0.20
H 1.7175 -3.6501 -0.5641  0.21
H 2.9541 -0.2047 -0.8340  0.20
H 2.4609 -0.7725 0.5876  0.24
H 4.1147 -0.6063 0.2864  0.20
H 1.2671 -2.1133 -1.4920  0.21
H 2.0175 -3.4822 -2.3216  0.21
C -2.3303 1.8654 0.1618  -0.50
C -2.8460 2.1184 -1.3351  -0.76
C -0.8432 -0.0837 -0.5990  -0.52
C -1.7282 1.4381 2.9506  -0.90
C -1.0347 0.6618 1.8386  0.62
O -0.3364 -0.2672 2.0358  -0.62
N -1.2683 0.8828 0.4087  -0.50
H -2.0766 2.8539 0.5366  0.18
H -3.2498 1.4629 0.6898  0.15
H -3.3849 1.4790 -1.9081  0.20
H -1.9041 2.4027 -1.8692  0.19
H -1.3727 -0.9682 -0.8618  0.20
H -1.5364 0.9217 3.9177  0.23
H -3.6161 2.8964 -1.3245  0.20
H -0.1426 0.4807 -1.3436  0.21
H 0.2188 -0.4191 -0.0904  0.23
H -1.2217 2.4144 3.0861  0.22
H -2.8244 1.6390 2.7621  0.23

Values from the calculation:
Energy above the lowest of the compared OMol25 structures with the same formula, charge and spin = 3.382 eV
Charge = -1
Expectation value of S² = 0.75
HOMO energy (spin up / spin down) = 1.17 / -5.31 eV
2S+1 = 2

DFT (wB97M-V/def2-TZVPD) results for a structure of composition C16H20AlF5N3Se.

Last column: natural (NBO) charge in e.
Atoms and positions in Å:
Al -0.2001 -0.1982 -0.2018  1.73
N -0.8502 -0.7954 -2.0570  -0.94
C -0.4009 -0.0402 -3.2597  -0.23
C 0.7839 -0.7035 -3.9515  -0.42
C 2.1482 -0.4812 -3.2990  -0.42
C 2.3009 -1.0032 -1.8735  -0.22
N 1.7217 -0.0704 -0.8743  -0.95
H -0.7157 -1.7946 -2.2351  0.42
H -1.8647 -0.6786 -1.9851  0.43
H -0.1419 0.9796 -2.9511  0.21
H -1.2251 0.0278 -3.9741  0.23
H 0.8423 -0.3034 -4.9649  0.25
H 0.5938 -1.7749 -4.0429  0.21
H 2.3900 0.5837 -3.3201  0.21
H 2.8894 -0.9879 -3.9186  0.25
H 3.3666 -1.1378 -1.6685  0.22
H 1.8128 -1.9743 -1.7590  0.21
H 1.9545 0.8872 -1.1572  0.42
H 2.2245 -0.2170 0.0067  0.43
F -1.5333 5.4274 4.4605  -0.26
C -1.3636 4.6431 3.4045  0.30
C -0.2819 4.8537 2.5490  0.28
F 0.5881 5.8278 2.7899  -0.27
C -0.1227 4.0283 1.4445  0.33
F 0.9072 4.1858 0.6077  -0.29
C -1.0098 2.9940 1.1845  -0.31
Se -0.8365 2.0307 -0.4428  -0.22
C -2.0781 2.7905 2.0448  0.32
F -2.9133 1.7785 1.7855  -0.29
C -2.2602 3.6026 3.1579  0.31
F -3.2799 3.3944 3.9838  -0.28
C 2.1421 -1.5859 1.9346  -0.65
C 0.8474 -2.2560 1.6148  0.12
C 0.4320 -3.5045 1.9673  -0.27
C -0.9121 -3.6441 1.5462  -0.27
C -1.2740 -2.4759 0.9497  0.11
C -2.5948 -2.0327 0.4142  -0.64
N -0.1874 -1.5960 0.9543  -0.87
H 2.5378 -2.0016 2.8591  0.26
H 1.9955 -0.5121 2.0859  0.21
H 2.8969 -1.7593 1.1638  0.20
H 1.0126 -4.2491 2.4727  0.23
H -1.5278 -4.5097 1.6817  0.23
H -3.3901 -2.3225 1.1000  0.26
H -2.8189 -2.4904 -0.5513  0.21
H -2.6052 -0.9347 0.3241  0.20

Values from the calculation:
Energy above the lowest of the compared OMol25 structures with the same formula, charge and spin = 0.392 eV
Charge = +1
HOMO energy = -10.82 eV

DFT (wB97M-V/def2-TZVPD) results for a cluster of 2 separate species, C2H2O4S in total.

Last column: natural (NBO) charge in e.
Atoms and positions in Å:
C 0.6382 -0.6415 0.5461  0.79
C 1.4903 -0.4676 -0.6170  -0.22
O 1.9011 -0.6206 0.7537  -0.43
O -2.2186 2.0683 1.0975  -0.73
O -2.2907 0.7979 -0.9805  -0.74
O -0.4358 -0.9303 1.0125  -0.56
S -2.5221 0.8170 0.4493  1.47
H 1.7508 0.4143 -1.2117  0.22
H 1.6868 -1.4375 -1.0498  0.19

Values from the calculation:
Energy above the lowest of the compared OMol25 structures with the same formula, charge and spin = 0.724 eV
Charge = 0
Expectation value of S² = 2.01
HOMO energy (spin up / spin down) = -8.00 / -10.85 eV
2S+1 = 3

DFT total energy, respectively: -31712.0419, -49295.1570, -6759.2931, -102985.1455, -24233.6810, -12137.2062, -106914.4221, -21125.7154 eV.